The following is a DFT calculation (ωB97M-V with the def2-TZVPD basis set) of a cluster of 10 separate species, C14H48O17 in total.

Bonds (Å) are listed after each position.
Atoms and positions in Å:
1 O 18.5750 5.8340 -27.6800  C2 1.338, H5 0.954
2 C 18.6290 4.9600 -28.6910  O1 1.338, C3 1.479, H6 1.095, H7 1.095
3 C 17.4530 4.0820 -28.5050  C2 1.479, O4 1.391, H8 1.108, H9 1.107
4 O 17.4510 3.0340 -29.4190  C3 1.391, H10 0.973
5 H 18.9220 5.3270 -26.9500  O1 0.954
6 H 18.4060 5.3730 -29.6800  C2 1.095
7 H 19.6210 4.5130 -28.5690  C2 1.095
8 H 16.5000 4.6230 -28.6660  C3 1.108
9 H 17.5900 3.6200 -27.5080  C3 1.107
10 H 16.7930 2.4380 -29.0220  O4 0.973
11 O 14.6000 -7.1860 -30.5400  C12 1.444, H15 0.919
12 C 13.5670 -6.2270 -30.8540  O11 1.444, C13 1.521, H16 1.073, H17 1.051
13 C 14.1800 -4.8500 -31.0600  C12 1.521, O14 1.428, H18 1.130, H19 1.072
14 O 13.2330 -3.8700 -31.4880  C13 1.428, H20 1.006
15 H 14.3060 -8.0550 -30.5970  O11 0.919
16 H 12.9610 -6.4500 -31.7110  C12 1.073
17 H 12.8130 -6.2270 -30.1220  C12 1.051
18 H 15.0540 -4.7670 -31.7710  C13 1.130
19 H 14.4230 -4.4500 -30.0960  C13 1.072
20 H 13.7490 -3.0080 -31.5470  O14 1.006
21 O 19.6220 0.0380 -27.8710  C22 1.469, H25 1.019
22 C 20.3560 1.3090 -27.9240  O21 1.469, C23 1.503, H26 1.127, H27 1.097
23 C 21.1880 1.4420 -26.6790  C22 1.503, O24 1.420, H28 1.134, H29 1.117
24 O 21.6350 2.7860 -26.5710  C23 1.420, H30 0.963
25 H 18.6680 0.1220 -28.2180  O21 1.019
26 H 20.8390 1.3710 -28.9400  C22 1.127
27 H 19.4720 1.9580 -27.8830  C22 1.097
28 H 22.0280 0.6970 -26.5230  C23 1.134
29 H 20.5110 1.1800 -25.8300  C23 1.117
30 H 22.3470 2.7910 -25.9230  O24 0.963
31 O 14.1980 -1.0400 -31.3980  C32 1.417, H35 0.932
32 C 14.9720 -1.1650 -30.2180  O31 1.417, C33 1.512, H36 1.042, H37 1.104
33 C 16.1040 -0.1700 -30.3360  C32 1.512, O34 1.365, H38 1.050, H39 1.082
34 O 16.9480 -0.3660 -29.2810  C33 1.365, H40 0.982
35 H 13.8870 -0.1620 -31.3830  O31 0.932
36 H 14.4170 -0.9280 -29.3690  C32 1.042
37 H 15.4170 -2.1750 -30.1960  C32 1.104
38 H 15.8050 0.8370 -30.3430  C33 1.050
39 H 16.6470 -0.2460 -31.2690  C33 1.082
40 H 17.4610 -1.1920 -29.4190  O34 0.982
41 O 18.1550 -5.3350 -27.4210  C42 1.426, H45 0.944
42 C 19.1640 -4.4220 -27.8490  O41 1.426, C43 1.514, H46 1.115, H47 1.118
43 C 18.6160 -3.0110 -27.8670  C42 1.514, O44 1.454, H48 1.113, H49 1.129
44 O 17.6510 -2.9200 -28.9510  C43 1.454, H50 0.956
45 H 17.4780 -5.3890 -28.0770  O41 0.944
46 H 20.1650 -4.4360 -27.3580  C42 1.115
47 H 19.3700 -4.7570 -28.8960  C42 1.118
48 H 19.4750 -2.3260 -28.0450  C43 1.113
49 H 18.1700 -2.8670 -26.8400  C43 1.129
50 H 16.8040 -3.1480 -28.5710  O44 0.956
51 O 13.8720 3.1620 -25.2720  C52 1.402, H55 0.953
52 C 14.5010 3.2970 -26.5180  O51 1.402, C53 1.521, H56 1.057, H57 1.108
53 C 13.9850 2.2550 -27.4980  C52 1.521, O54 1.407, H58 1.114, H59 1.061
54 O 14.3410 2.6970 -28.7860  C53 1.407, H60 0.983
55 H 14.3760 2.5060 -24.7980  O51 0.953
56 H 14.4420 4.2850 -26.8890  C52 1.057
57 H 15.6020 3.2350 -26.4090  C52 1.108
58 H 12.8790 2.3430 -27.3940  C53 1.114
59 H 14.2110 1.2360 -27.3100  C53 1.061
60 H 13.9050 2.1050 -29.4390  O54 0.983
61 O 12.8940 -2.6190 -28.5210  C62 1.381, H65 0.954
62 C 12.1690 -3.6390 -27.9370  O61 1.381, C63 1.553, H66 1.104, H67 1.124
63 C 11.0690 -4.0400 -28.9580  C62 1.553, O64 1.433, H68 1.101, H69 1.073
64 O 10.4770 -5.2970 -28.6070  C63 1.433, H70 0.975
65 H 12.3790 -2.0390 -29.0760  O61 0.954
66 H 12.9330 -4.4020 -27.7090  C62 1.104
67 H 11.7410 -3.3490 -26.9390  C62 1.124
68 H 11.3560 -4.0310 -30.0210  C63 1.101
69 H 10.3890 -3.2130 -28.8860  C63 1.073
70 H 11.0840 -5.7990 -28.0330  O64 0.975
71 O 15.4170 -3.1320 -27.6650  H72 1.009, H73 0.906
72 H 15.3420 -2.4390 -26.9350  O71 1.009
73 H 14.5920 -3.0680 -28.0330  O71 0.906
74 O 16.6780 0.6540 -26.7150  H75 0.952, H76 0.902
75 H 16.2810 -0.0130 -26.1640  O74 0.952
76 H 16.7580 0.1510 -27.4600  O74 0.902
77 O 12.8460 1.3450 -30.5010  H78 0.937, H79 0.936
78 H 12.1400 0.7500 -30.3400  O77 0.937
79 H 12.2770 1.9850 -30.8790  O77 0.936

The calculation puts the HOMO energy at -9.644 eV. For the frontier orbital gap, the calculation gives 0.3348 hartree. As for the total energy: -1841.04790 Ha. Its molar mass is 488.521 g/mol. The energy relative to the best compared isomer or geometry (same formula, charge and spin) is 137.3 kcal per mole. Its charge is 0.

Mulliken population analysis, charges in e, atoms 1 to 5: O -0.560; C -0.610; C 0.104; O -0.543; H 0.334